No. 1
C39H48N3OSi | ωB97M-V/def2-TZVPD

Each line ends with the Mulliken charge.
CARTESIAN COORDINATES (ANGSTROEM)
C  1.378  2.807  -0.512  -1.260
Si  0.059  3.240  0.744  0.793
C  0.779  4.471  1.963  -1.055
C  -1.328  4.092  -0.171  -1.108
O  -0.534  1.832  1.478  -0.192
C  -0.646  1.646  2.902  2.106
C  0.753  1.506  3.518  -0.032
C  1.864  1.347  2.708  0.080
C  3.127  1.192  3.241  -0.903
C  3.298  1.171  4.609  -0.646
C  2.199  1.287  5.432  -1.126
C  0.937  1.430  4.891  -0.547
C  -1.457  2.813  3.488  -0.100
C  -0.961  3.667  4.464  -0.366
C  -1.730  4.689  4.981  -0.899
C  -3.012  4.891  4.520  -0.677
C  -3.513  4.076  3.528  -1.029
C  -2.736  3.056  3.015  -0.702
C  -1.395  0.299  3.172  -0.394
C  -0.645  -0.921  2.605  -0.221
C  -1.740  -1.940  2.253  -0.601
C  -3.006  -1.100  2.011  -0.533
N  -2.759  0.249  2.577  -0.299
H  1.641  3.694  -1.081  0.436
H  2.279  2.432  -0.039  0.355
H  1.001  2.052  -1.195  0.313
H  1.349  5.227  1.429  0.559
H  -0.022  4.964  2.506  0.281
H  1.435  3.978  2.675  0.289
H  -0.967  5.023  -0.600  0.408
H  -1.686  3.455  -0.972  0.132
H  -2.151  4.312  0.502  0.300
H  1.725  1.319  1.643  0.242
H  3.978  1.089  2.589  0.463
H  4.283  1.052  5.030  0.421
H  2.326  1.273  6.502  0.464
H  0.082  1.479  5.541  0.572
H  0.053  3.563  4.803  0.562
H  -1.323  5.332  5.744  0.449
H  -3.614  5.688  4.926  0.409
H  -4.513  4.233  3.157  0.430
H  -3.122  2.442  2.222  0.613
H  -1.483  0.188  4.264  0.506
H  -0.090  -0.613  1.713  -0.258
H  0.086  -1.314  3.322  0.408
H  -1.478  -2.546  1.377  0.323
H  -1.896  -2.639  3.085  0.330
H  -3.208  -0.988  0.939  -0.001
H  -3.894  -1.566  2.458  0.380
H  -3.462  0.494  3.281  0.331
C  -3.501  0.921  -6.276  -1.037
N  -3.223  0.810  -4.847  0.026
C  -4.040  1.488  -3.816  -0.752
C  -3.415  1.031  -2.480  -0.123
C  -2.242  0.176  -2.873  0.962
C  -2.172  0.086  -4.280  0.104
C  -1.135  -0.627  -4.887  -1.407
C  -0.214  -1.258  -4.097  -1.263
C  -0.324  -1.268  -2.680  0.345
C  0.532  -2.013  -1.839  -0.057
C  1.429  -3.050  -2.179  0.428
C  2.314  -3.528  -1.182  -1.088
C  3.228  -4.498  -1.488  1.063
C  3.320  -5.017  -2.798  0.627
N  4.371  -5.937  -2.864  -0.018
C  4.943  -6.476  -4.096  -0.946
C  5.039  -6.097  -1.555  -0.684
C  4.244  -5.171  -0.608  -0.722
C  2.412  -4.608  -3.777  -1.409
C  1.465  -3.673  -3.456  -1.108
C  -1.344  -0.487  -2.083  -0.277
H  -2.989  0.132  -6.823  0.330
H  -4.569  0.829  -6.465  0.323
H  -3.155  1.882  -6.652  0.343
H  -3.979  2.571  -3.959  0.340
H  -5.089  1.194  -3.914  0.346
H  -3.079  1.877  -1.872  -0.079
H  -4.118  0.448  -1.875  0.318
H  -1.050  -0.664  -5.959  0.338
H  0.654  -1.688  -4.564  1.067
H  0.484  -1.766  -0.792  0.426
H  2.263  -3.130  -0.185  0.608
H  4.376  -6.136  -4.960  0.287
H  5.972  -6.140  -4.212  0.320
H  4.924  -7.565  -4.077  0.318
H  5.005  -7.147  -1.249  0.331
H  6.089  -5.805  -1.640  0.341
H  4.883  -4.428  -0.118  0.341
H  3.735  -5.741  0.178  0.285
H  2.436  -5.039  -4.763  0.328
H  0.678  -3.479  -4.162  0.971
H  -1.423  -0.432  -1.013  0.447

net charge: +1
molecular weight: 602.9 g/mol
HOMO-LUMO gap: 5.82 eV


No. 2
C25H30F6IrN4OPS3 | ωB97M-V/def2-TZVPD

Each line ends with the Mulliken charge.
CARTESIAN COORDINATES (ANGSTROEM)
Ir  0.547  -0.508  -0.928  3.674
C  3.109  -0.631  -2.713  -0.794
C  2.103  -1.567  -3.329  -0.547
N  1.181  -2.096  -2.311  -0.557
C  1.622  -3.289  -1.568  -0.771
C  2.685  -3.005  -0.533  -0.669
S  2.243  -1.584  0.524  0.026
C  3.600  -0.395  0.291  -0.922
C  3.211  0.737  -0.629  -0.681
N  2.410  0.258  -1.764  -0.740
H  3.559  -0.052  -3.521  0.546
H  3.915  -1.150  -2.200  0.369
H  2.613  -2.380  -3.850  0.577
H  1.511  -1.020  -4.055  0.136
H  0.313  -2.319  -2.796  0.376
H  2.011  -4.046  -2.254  0.471
H  0.750  -3.718  -1.077  0.263
H  3.665  -2.828  -0.968  0.389
H  2.768  -3.866  0.129  0.627
H  4.478  -0.955  -0.027  0.497
H  3.822  0.011  1.277  0.588
H  4.112  1.254  -0.970  0.599
H  2.606  1.454  -0.076  0.317
H  2.033  1.042  -2.301  0.352
N  -2.120  1.733  -1.457  0.005
C  -2.495  0.495  -1.314  0.211
N  -1.730  -0.515  -0.854  0.109
C  -2.452  -1.654  -0.740  -0.211
C  -1.966  -2.902  -0.315  -0.502
C  -2.844  -3.939  -0.209  -0.839
C  -4.238  -3.773  -0.509  -0.609
C  -4.739  -2.573  -0.952  -0.628
C  -3.851  -1.512  -1.087  0.763
S  -4.181  0.070  -1.630  -0.103
H  -1.134  1.966  -1.442  0.155
H  -2.693  2.377  -1.993  0.323
H  -0.920  -3.012  -0.064  0.567
H  -2.498  -4.908  0.126  0.501
H  -4.908  -4.612  -0.376  0.449
H  -5.790  -2.452  -1.179  0.490
F  -0.105  0.254  -2.799  -0.692
P  -0.376  1.265  -4.425  1.299
F  -0.158  -0.143  -5.113  -0.343
F  -0.573  2.077  -5.713  -0.223
F  1.213  1.445  -4.298  -0.324
F  -0.546  2.507  -3.417  -0.390
F  -1.906  0.898  -4.162  -0.301
O  0.437  0.641  0.872  -1.145
S  -0.709  1.497  1.479  -0.056
C  -1.171  0.635  2.966  0.691
C  -0.575  -0.572  3.291  -0.073
C  -0.963  -1.207  4.463  -0.766
C  -1.960  -0.655  5.255  -0.546
C  -2.553  0.553  4.907  -0.710
C  -2.171  1.202  3.744  -0.710
C  0.091  2.937  2.132  0.492
C  1.336  2.826  2.740  -0.394
C  1.900  3.968  3.281  -0.820
C  1.242  5.191  3.178  -0.488
C  0.006  5.284  2.554  -0.755
C  -0.577  4.146  2.010  -0.053
H  0.197  -0.987  2.656  0.455
H  -0.489  -2.134  4.758  0.461
H  -2.300  -1.185  6.135  0.433
H  -3.319  0.985  5.536  0.443
H  -2.635  2.139  3.458  0.455
H  1.834  1.867  2.810  0.473
H  2.851  3.900  3.793  0.443
H  1.710  6.084  3.569  0.434
H  -0.502  6.235  2.480  0.442
H  -1.532  4.209  1.502  0.459

net charge: +3
ΔE to the lowest compared entry with this formula, charge and spin: 192.9 kJ/mol
molecular weight: 835.9 g/mol
HOMO-LUMO gap (alpha / beta): 6.88 / 4.60 eV
spin multiplicity: 2


No. 3
C4H12NO2 | ωB97M-V/def2-TZVPD

Each line ends with the natural charge from an NBO analysis.
CARTESIAN COORDINATES (ANGSTROEM)
C  -0.919  -0.641  0.239  -0.227
C  -1.048  0.760  -0.461  -0.388
C  -0.787  2.070  0.416  -0.543
C  0.617  2.227  0.903  0.446
O  1.117  1.363  1.562  -0.041
N  0.505  -1.129  0.028  -0.772
H  -1.180  -0.602  1.275  0.236
H  -1.414  -1.471  -0.242  0.253
H  -0.258  0.624  -1.131  0.210
H  -2.017  0.896  -0.973  0.298
H  -1.140  2.854  -0.288  0.318
H  -1.700  1.985  1.196  0.370
H  0.780  3.291  1.086  0.350
H  1.210  -0.469  -0.263  0.429
H  0.303  -2.107  -0.589  0.536
H  0.912  -1.480  0.996  0.461
H  1.306  -3.264  -2.455  0.522
H  -0.185  -3.871  -2.368  0.533
O  0.467  -3.236  -1.940  -0.992

net charge: +2
ΔE to the lowest compared entry with this formula, charge and spin: 172.4 kJ/mol
molecular weight: 106.1 g/mol
HOMO-LUMO gap (alpha / beta): 8.53 / 5.44 eV
spin multiplicity: 2


No. 4
C9H17NS | ωB97M-V/def2-TZVPD

Each line ends with the natural charge from an NBO analysis.
CARTESIAN COORDINATES (ANGSTROEM)
C  -2.109  1.793  0.661  -0.642
C  -2.571  0.469  -0.102  -0.447
C  -1.654  -0.686  0.033  -0.206
C  -2.313  -2.059  -0.266  -0.638
C  -0.234  -0.582  -0.878  -0.191
C  2.300  -0.645  -0.150  -0.376
C  2.773  -0.967  1.321  -0.628
C  1.525  0.649  -0.479  0.300
C  2.496  1.865  -0.711  -0.658
H  -2.865  1.924  1.748  0.225
H  -1.007  2.068  0.653  0.247
H  -2.401  2.785  -0.270  0.202
H  -3.429  -0.007  0.403  0.211
H  -2.528  0.549  -1.217  0.208
H  -1.534  -0.513  1.148  0.204
H  -3.356  -1.927  0.152  0.212
H  -1.548  -2.724  0.426  0.236
H  -2.293  -2.578  -1.512  0.219
H  -0.499  -0.492  -1.895  0.213
H  3.184  -0.703  -0.789  0.223
H  3.284  -1.984  1.485  0.232
H  3.298  -0.147  1.751  0.210
H  1.834  -1.197  1.984  0.222
H  2.294  2.728  -1.271  0.234
H  3.350  1.463  -1.230  0.213
H  2.782  2.138  0.324  0.219
N  0.277  0.676  -0.813  -0.406
S  0.945  -1.894  -0.506  0.162

ΔE to the lowest compared entry with this formula, charge and spin: 529.2 kJ/mol
molecular weight: 171.3 g/mol
HOMO-LUMO gap: 9.25 eV


No. 5
C4H8O3 | ωB97M-V/def2-TZVPD

Each line ends with the natural charge from an NBO analysis.
CARTESIAN COORDINATES (ANGSTROEM)
C  0.178  0.195  1.957  -0.267
O  0.629  0.571  0.640  -0.570
C  0.441  -0.313  -0.466  0.508
C  -0.784  -0.007  -1.303  -0.676
O  0.554  -1.635  -0.178  -0.750
C  1.962  -0.038  -1.487  0.404
O  2.568  -1.050  -1.774  -0.548
H  1.035  0.630  2.687  0.192
H  0.185  -0.960  1.939  0.202
H  -0.799  0.515  2.249  0.175
H  -0.609  -0.036  -2.507  0.213
H  -1.514  -0.810  -1.153  0.236
H  -1.204  0.948  -1.154  0.228
H  1.419  -2.043  -0.683  0.514
H  2.137  0.923  -2.053  0.140

SMILES: CO[C@](C)(O)C=O
ΔE to the lowest compared entry with this formula, charge and spin: 335.9 kJ/mol
molecular weight: 104.1 g/mol
HOMO-LUMO gap: 10.11 eV


No. 6
C4H9N | ωB97M-V/def2-TZVPD

Each line ends with the natural charge from an NBO analysis.
CARTESIAN COORDINATES (ANGSTROEM)
C  -0.189  1.091  2.003  -0.522
C  -0.878  0.287  1.148  0.018
N  -2.111  -0.313  1.363  -0.807
H  -0.651  1.553  2.841  0.189
H  0.915  1.146  1.926  0.205
H  -0.434  0.034  0.217  0.180
H  -2.790  -0.297  0.682  0.369
H  -2.478  -0.369  2.219  0.367
C  2.223  -0.122  -2.162  -0.392
C  1.117  -0.884  -2.398  -0.395
H  2.834  -0.459  -1.205  0.196
H  2.440  0.827  -2.619  0.206
H  0.824  -1.792  -1.880  0.199
H  0.476  -0.684  -3.267  0.187

SMILES: C=CN.C=C
ΔE to the lowest compared entry with this formula, charge and spin: 210.1 kJ/mol
molecular weight: 71.1 g/mol
HOMO-LUMO gap: 9.39 eV


| no. | E_tot (hartree) |
| --- | --- |
| 1 | -2043.76582 |
| 2 | -3503.59448 |
| 3 | -364.02587 |
| 4 | -805.85757 |
| 5 | -382.83689 |
| 6 | -212.47115 |